Entry 1:
This record from the OMol25 dataset describes 2 unconnected molecules or ions with the total composition C11H24INO2PS. The level of theory is ωB97M-V with the def2-TZVPD basis set.

```
41
Properties=species:S:1:pos:R:3:forces:R:3
C -1.639360 -1.707412 1.453645 -1.1822 0.3772 -0.0181
P 2.324280 -2.829236 -1.858973 -0.7094 -1.9680 -0.1863
H 2.759557 -4.376884 -3.797551 -0.1746 2.5233 0.3707
O -0.379874 2.927674 0.031483 -0.2626 0.2170 -0.0200
C 1.101558 -1.379125 -1.635695 -1.9807 0.4435 1.4125
N -1.308883 -2.179574 -1.163060 2.7797 1.7841 -3.3140
H 0.862803 -0.301009 0.276898 -0.9243 -2.3412 -0.0619
H 1.403561 -0.294681 -1.956576 -0.8396 -2.0264 0.4096
H 1.492143 -2.064926 0.644520 -1.1043 1.3796 -1.6230
C -0.676080 -2.207058 0.224789 0.8829 -0.3157 0.9778
C -0.441464 -1.734880 -2.156468 -0.0472 -0.6742 1.9106
C -1.310058 0.730041 3.900360 1.0168 0.1931 0.5054
H -1.670837 1.856279 4.026217 0.4723 -2.6277 -0.3343
C 2.712367 -3.195533 -3.692231 1.4285 -0.2985 -1.3537
I -0.839666 -1.443034 -4.326428 -0.0018 -0.4279 2.5111
H -2.073077 -0.034917 4.352964 1.3337 1.5508 -1.0660
H -2.712850 -2.198736 1.283079 2.2988 1.0225 0.3335
H -0.811658 4.988408 -2.055058 -0.0856 -0.0725 0.1592
S -1.653050 3.671597 -0.243453 0.0989 0.1511 0.0626
O -1.857053 -0.254282 1.526510 1.5919 -1.6846 0.4614
C 3.912289 -2.630274 -0.816465 1.5673 0.6992 0.4532
H -1.363758 5.009707 1.742575 -0.0105 -0.0753 -0.1142
H -2.101895 5.844538 -1.172694 0.0282 -0.1213 0.0262
H 3.778586 -2.797950 -4.045381 -2.3352 -0.6974 0.7272
C 0.756337 -1.433285 -0.018019 0.5625 0.4705 0.5422
H -3.042465 5.082291 1.122614 0.0615 -0.0976 -0.0465
H 0.189043 -0.130448 2.391225 -2.1902 0.7812 -0.2289
H 4.694196 -1.865237 -1.232834 -1.5013 -1.3039 0.7765
H -2.475446 3.640284 2.003302 0.0266 0.0205 -0.1791
H 4.496668 -3.665878 -0.712943 -1.6954 2.1056 -0.4842
C -1.211035 5.221473 -1.065198 0.1292 0.0217 -0.0125
H 3.631509 -2.308414 0.273542 0.4392 -0.5896 -2.1376
H -0.451606 5.749306 -0.483458 -0.0623 -0.1208 0.0097
H 1.913353 -2.820225 -4.460869 1.4577 -0.5929 1.7067
H -0.442659 -3.330975 0.482204 -0.4485 2.0864 -0.7474
H -1.258860 -2.071791 2.498772 -0.3574 0.3625 -2.1811
H -0.659582 1.485010 1.846588 -0.3441 -2.4858 0.8883
C -0.849599 0.424034 2.356423 0.7668 1.7436 0.6056
H -0.319500 0.647746 4.561465 -2.1762 0.1958 -1.3654
C -2.184413 4.432546 1.309585 0.0851 -0.0106 0.0950
H -2.293522 -2.455166 -1.415403 1.4057 0.4029 0.5294
```
Forces are in eV/Å.

Values from the calculation:
* E_tot: -1675.52804 Eh
* maximum force: 0.0910 Eh/bohr
* multiplicity: 1
* charge: +1

***

Entry 2:
This record from the OMol25 dataset describes a molecular structure, C2H5NS2. The level of theory is ωB97M-V with the def2-TZVPD basis set.

```
10
Properties=species:S:1:pos:R:3:forces:R:3
C 0.932854 -0.300393 -0.372485 1.6165 -1.7078 4.7781
S -1.174678 -2.184285 -0.079631 -0.2402 2.0332 -0.2363
H 1.408340 0.614521 0.041574 -0.5579 -0.3153 -0.1689
H -3.100554 1.457070 0.827328 -1.0323 0.4176 -0.6634
S -1.717005 0.478313 -0.643525 -0.6485 -1.0452 2.3037
H 1.619941 -1.189846 0.067662 -1.4028 1.8708 -1.8592
N -2.170938 1.117950 0.714111 0.6071 -0.1733 -0.7380
H 0.786556 -0.165889 -1.368330 0.5678 -0.3898 -3.1788
C -0.449574 -0.561528 0.212499 1.0370 -0.0242 -0.3663
H -0.562828 -0.097790 1.191714 0.0532 -0.6659 0.1293
```
Forces are in eV/Å.

Values from the calculation:
* E_tot: -930.20927 Eh
* maximum force: 0.1036 Eh/bohr
* multiplicity: 1

***

Entry 3:
This record from the OMol25 dataset describes 7 unconnected molecules or ions with the total composition C29H29BN6O8. The level of theory is ωB97M-V with the def2-TZVPD basis set.

```
73
Properties=species:S:1:pos:R:3:forces:R:3
N -1.454171 1.516449 2.030059 -1.8540 -0.8127 0.5395
H 1.627990 5.699555 0.714669 -0.2844 -0.0289 0.0166
C -3.738051 1.554968 2.913618 1.5039 0.3310 0.7241
H 2.898346 -0.111689 -2.121666 0.1293 -0.0234 0.0023
C 1.072260 0.766101 -5.394280 0.6610 0.0405 1.0515
C 2.466867 0.656905 -5.449191 -0.3634 -0.0150 1.5993
H 0.589037 0.985261 -6.334961 -0.5764 0.0392 0.2537
O 3.303202 -2.437493 1.543289 -1.0415 0.8315 0.0367
H 3.021832 0.842166 -6.356987 -0.0912 -0.1539 -0.1290
H 0.147032 3.945068 -0.307482 -0.0660 -0.2438 -0.2548
H -0.209223 -0.589580 -0.212652 -0.3536 -0.4049 0.3784
C -1.461293 -4.536033 -0.799978 -0.3901 0.2408 0.5195
C -3.777577 -0.260744 -2.048369 0.8128 0.3168 0.2079
N -0.276625 0.298877 -0.688251 -0.0650 -0.0850 0.4213
H -4.798920 1.353342 2.896369 0.0495 -0.1169 -0.3992
H 0.082443 2.095511 3.242999 0.1552 0.2437 0.0896
H 3.071523 1.035420 0.372870 -0.1956 -0.2687 0.3065
C -4.572151 -0.092982 -3.174470 0.8750 1.2707 -0.4438
C 2.266074 -1.730139 1.180321 0.7715 0.9071 -4.6727
H -3.753478 -1.212187 -1.537903 -0.0598 -0.1207 0.1442
N 1.076985 0.249098 -3.027571 0.7021 0.3120 -0.7107
H -1.880972 -1.633579 1.685397 0.0027 0.0151 0.1546
H -5.140297 1.281521 -4.691321 0.2657 0.4114 -0.1976
H -3.831883 2.427084 4.890881 -0.2965 0.0602 -0.0648
N -0.949856 -2.275827 -0.058270 -1.0385 -2.5967 1.0042
H 4.534918 2.694061 1.456701 -0.0413 -0.1434 0.3270
H -2.884503 -5.604923 0.380214 0.0697 -0.1219 0.2874
B 3.210861 -2.651523 2.988412 1.3784 -1.3762 1.5390
O 4.410252 -2.191418 3.722357 -0.2422 0.9427 -0.4448
H -3.041868 0.583383 1.088789 -0.2477 0.2439 -0.2698
N -2.933899 0.684399 -1.537705 -1.4313 -0.9265 -1.1187
H 0.172872 0.166251 -1.582928 0.7792 -0.0225 -1.0916
C 3.114469 4.288571 1.254317 0.2447 -0.2733 0.0811
C 2.429363 0.154196 -3.057485 -0.4663 0.3503 -1.8636
C -2.919240 1.870141 -2.153079 -0.6720 -0.5590 0.8735
H -1.240124 0.534951 -0.878075 -0.8424 0.0310 0.3923
C 5.067501 -3.194080 4.249949 5.3911 0.2079 2.1882
O 2.022793 -1.308536 0.043557 0.5167 -1.2787 3.1587
C 3.160824 0.348279 -4.260592 -1.1197 -0.2454 0.4758
N 1.489398 2.351039 0.053457 0.6208 1.6359 0.5420
C -1.815002 2.337156 4.249774 -0.6367 -0.3600 -0.6880
C 1.112996 3.667631 0.087914 1.2717 -1.0244 1.4664
H -2.342877 2.585579 -1.585302 0.2385 0.5280 -0.5199
H 3.773808 5.056240 1.631596 0.0877 -0.0658 0.2056
C -0.813859 -3.329761 -0.937991 0.6302 1.7949 1.4530
C 0.411692 0.590274 -4.135630 1.5098 -0.8008 -1.9755
C 1.407770 -1.414338 2.424916 -3.7755 1.8850 0.8804
H -3.664129 3.149766 -3.685861 -0.0645 0.0566 -0.0331
O 3.133334 -4.075876 3.288590 0.4280 0.1681 0.3071
H -5.173287 -0.877159 -3.610473 -0.0384 -0.1458 0.3193
O 6.221722 -3.192811 4.789543 -5.5396 0.2338 -2.4101
H -3.198387 -3.748136 2.001289 0.0641 0.0358 0.1326
C -1.771252 -2.480538 1.024312 0.6968 0.4034 -2.0113
O 4.533473 -5.587722 4.277202 -1.1336 3.7463 -0.7814
C 4.221869 -4.425319 3.985007 0.4589 -5.0254 0.4545
C -2.798323 1.184238 1.952538 1.6682 0.7365 0.2426
C 1.898808 4.654247 0.734654 -0.5746 -0.6988 -1.0262
C -2.297442 -4.700905 0.313081 -0.2022 0.1105 -1.1991
C -3.709716 2.162596 -3.250170 -0.1515 -0.3344 -1.0493
H 0.242123 1.022897 -0.212016 0.3288 0.7862 0.3979
C -0.993343 2.014238 3.193377 -0.4584 -0.4847 -1.4478
O 0.344574 -0.748799 2.302595 3.8664 -2.4738 0.7738
H -1.347922 -5.289274 -1.565599 0.0751 -0.1588 0.1504
H 4.227842 0.186120 -4.300418 0.0716 0.1448 0.2213
C -4.487419 1.149224 -3.841232 -0.0775 -0.3825 1.5819
H -0.666744 0.534004 -4.150533 -0.2016 0.3034 0.4497
C 3.518954 2.954793 1.199352 0.3687 0.4119 -0.2919
C 2.701651 2.023340 0.604417 -1.2117 0.9558 -1.1431
O 1.990101 -1.958097 3.456893 -0.9292 1.0278 -1.1098
C -3.200310 2.168569 4.053809 0.6933 -0.0231 0.8860
H -1.297711 2.631373 5.151008 -0.6364 0.2867 0.3071
C -2.494447 -3.649988 1.188123 0.1894 -0.1500 0.2796
H -0.041259 -3.145428 -1.669769 -0.2064 -0.1012 -0.4767
```
Forces are in eV/Å.

Values from the calculation:
* E_tot: -2077.62903 Eh
* maximum force: 0.1176 Eh/bohr
* multiplicity: 2
* charge: +1
* <S²>: 0.7566

***

Entry 4:
This record from the OMol25 dataset describes 2 unconnected molecules or ions with the total composition C4H14NO2. The level of theory is ωB97M-V with the def2-TZVPD basis set.

```
21
Properties=species:S:1:pos:R:3:forces:R:3
C 1.701336 -0.885347 -0.110492 1.0906 0.8262 -0.7054
C 0.746341 -1.127584 2.241570 -2.1444 0.2304 -1.2075
H 2.378693 0.234704 -1.559505 -0.4957 0.0327 -0.1446
H -0.390094 0.415546 -0.508153 0.3256 0.5608 -0.0569
H -2.040556 1.525212 0.763113 -0.3672 -0.1652 -0.1588
O -1.847813 1.491308 -2.606988 -0.0122 -0.6476 1.3380
O 1.495809 0.028677 -1.212428 0.7111 -0.1376 0.4725
H -1.839125 0.281615 2.008762 0.1165 0.0874 -0.0104
H 2.603458 -0.629395 0.463457 -0.3928 0.6607 0.2372
H 0.278154 1.211315 0.733678 -0.2367 0.2744 0.3647
C 0.424456 -0.859268 0.751816 1.1934 -1.5522 0.0791
H 1.036257 -0.186528 2.699387 0.6119 -0.2398 0.3016
H 1.386383 -1.994208 2.364895 0.4203 0.3210 0.0343
H -0.208946 -1.633595 0.320338 -0.3407 -0.0170 0.3227
N -0.315981 0.415200 0.519046 -0.2309 -0.9081 -1.5207
H 2.049952 -1.833692 -0.543265 -1.1336 -0.3739 0.3894
H -2.341340 -0.237604 0.407447 0.1449 0.1559 -0.2955
H -2.675238 1.498141 -3.072669 -0.5441 0.0332 -0.3733
H -0.227790 -1.410945 2.648396 0.2163 0.0031 0.5527
H -1.224711 1.934060 -3.156219 0.6616 0.5398 -0.7655
C -1.747716 0.495197 0.945097 0.4061 0.3159 1.1464
```
Forces are in eV/Å.

Values from the calculation:
* E_tot: -365.78170 Eh
* maximum force: 0.0481 Eh/bohr
* multiplicity: 1
* charge: +1